{
  "formula": "C12H24NO20PS4",
  "method": "ωB97M-V/def2-TZVPD",
  "symbols": ["O", "C", "C", "C", "C", "P", "O", "O", "O", "N", "H", "H", "H", "H", "H", "H", "H", "H", "O", "S", "O", "O", "C", "C", "O", "H", "H", "H", "H", "O", "S", "O", "O", "C", "C", "O", "H", "H", "H", "H", "O", "S", "O", "O", "C", "C", "O", "H", "H", "H", "H", "O", "S", "O", "O", "C", "C", "O", "H", "H", "H", "H"],
  "xyz": [[-0.757, -3.471, 0.463], [-1.166, -2.287, 0.001], [-1.718, -1.210, 1.131], [-2.335, 0.046, 0.248], [-1.677, -0.307, -1.245], [-0.297, 0.841, -1.904], [-0.914, 1.645, -3.158], [0.011, 2.049, -0.680], [1.125, 0.018, -2.490], [-1.224, -1.741, -1.411], [-2.348, -1.634, 2.023], [-0.729, -0.785, 1.592], [-3.511, 0.114, 0.277], [-2.027, 1.113, 0.660], [-2.645, -0.183, -1.926], [0.548, 1.688, 0.087], [1.441, -0.698, -1.849], [-1.758, -2.285, -2.126], [-3.183, 2.726, 1.847], [-3.038, 1.808, 2.956], [-1.873, 0.976, 3.141], [-4.365, 0.863, 3.010], [-5.004, 1.013, 4.277], [-4.659, 2.424, 4.744], [-3.309, 2.632, 4.337], [-4.591, 0.261, 4.958], [-6.082, 0.861, 4.181], [-4.759, 2.542, 5.825], [-5.283, 3.170, 4.238], [4.541, -1.716, -3.816], [3.584, -2.475, -3.041], [3.217, -2.129, -1.687], [4.033, -4.042, -3.073], [2.979, -4.828, -3.626], [2.231, -3.895, -4.575], [2.221, -2.628, -3.922], [2.332, -5.157, -2.806], [3.385, -5.702, -4.142], [1.212, -4.234, -4.775], [2.769, -3.783, -5.523], [-5.042, 4.969, 5.518], [-4.764, 5.061, 6.934], [-5.162, 4.046, 7.882], [-5.300, 6.506, 7.465], [-4.215, 7.236, 8.034], [-2.967, 6.744, 7.306], [-3.169, 5.345, 7.122], [-4.167, 6.999, 9.102], [-4.370, 8.311, 7.907], [-2.052, 6.930, 7.875], [-2.880, 7.206, 6.317], [4.590, -4.261, -6.653], [5.861, -4.437, -7.318], [6.022, -5.236, -8.511], [6.950, -4.933, -6.211], [8.031, -4.003, -6.157], [7.433, -2.658, -6.562], [6.499, -2.962, -7.596], [8.794, -4.326, -6.873], [8.462, -3.977, -5.153], [8.189, -1.956, -6.920], [6.881, -2.206, -5.731]],
  "atomic_forces_ev_per_a": [[-2.17, 6.65, -3.75], [0.27, -4.60, 2.80], [1.43, 1.38, -1.15], [0.71, -0.48, 0.82], [-2.58, -0.05, -0.64], [-1.35, 4.25, -4.83], [2.50, -3.18, 4.93], [0.82, -3.33, -0.83], [-2.45, 0.39, 3.23], [-0.74, -0.13, 3.93], [1.19, 0.52, -2.20], [-1.79, -0.89, -0.61], [2.32, -0.61, -0.58], [-0.17, -2.54, -1.26], [2.68, 0.27, 0.81], [-0.82, 0.53, -1.20], [-0.46, 1.09, -1.07], [0.81, 0.46, 1.17], [0.44, -1.36, 1.27], [-0.18, 0.53, 0.26], [-1.20, 1.24, -0.29], [0.79, 0.78, -0.34], [-0.01, -0.08, 0.87], [-0.99, -0.22, -0.36], [0.56, -0.96, -0.82], [-0.07, 0.05, -0.03], [0.25, 0.04, -0.23], [0.24, -0.14, -0.29], [0.06, -0.29, 0.16], [-1.01, -0.84, 1.40], [0.02, -0.06, -0.74], [0.40, 0.02, -1.46], [-0.05, 1.24, -0.14], [-0.76, -0.37, -0.06], [0.40, -0.56, -0.72], [0.78, 0.20, 1.23], [0.03, 0.01, -0.08], [0.17, 0.31, 0.10], [0.08, 0.26, 0.25], [-0.15, -0.12, 0.21], [0.07, 0.31, 2.08], [0.06, 0.33, -0.03], [0.47, 0.95, -1.49], [0.37, -0.92, -0.69], [0.54, 0.15, 0.54], [-0.06, 0.75, -0.31], [-1.17, -0.43, 0.29], [0.04, 0.06, -0.09], [-0.16, -0.28, -0.12], [-0.17, -0.31, -0.06], [0.01, 0.03, 0.13], [1.46, -0.58, -0.95], [0.07, 0.02, -0.27], [-0.57, 1.08, 1.56], [-0.99, 0.45, -0.48], [0.63, 0.38, -0.26], [0.11, 0.17, 0.86], [-0.26, -1.26, -0.16], [-0.04, 0.06, 0.07], [-0.29, -0.14, -0.12], [-0.24, -0.18, -0.19], [0.11, -0.03, -0.02]],
  "nbo_charge": [-0.5806, 0.6746, -0.5244, -0.4436, -0.4038, 2.1542, -1.0453, -0.9472, -0.9372, -0.6856, 0.2692, 0.2414, 0.2315, 0.2684, 0.2780, 0.4926, 0.5154, 0.4235, -0.8743, 2.4966, -0.8891, -0.6821, -0.1026, -0.1041, -0.6706, 0.1891, 0.2138, 0.2199, 0.2107, -0.8833, 2.5021, -0.9030, -0.6744, -0.1014, -0.1131, -0.6682, 0.1924, 0.2178, 0.2097, 0.2237, -0.8900, 2.4947, -0.8783, -0.6699, -0.1018, -0.1045, -0.6686, 0.1936, 0.2167, 0.2183, 0.1968, -0.9083, 2.5026, -0.8699, -0.6742, -0.1008, -0.1088, -0.6685, 0.1906, 0.2157, 0.2148, 0.2085],
  "homo_energy_ev": -9.4,
  "total_energy_ev": -107897.491,
  "lumo_energy_ev": 0.3,
  "multiplicity": 1,
  "orbital_gap_ev": 9.7,
  "charge": 0
}

***

{
  "formula": "C12H24O3S3",
  "method": "ωB97M-V/def2-TZVPD",
  "symbols": ["C", "S", "O", "C", "H", "H", "H", "H", "H", "H", "C", "S", "O", "C", "H", "H", "H", "H", "H", "H", "C", "S", "O", "C", "H", "H", "H", "H", "H", "H", "C", "C", "C", "C", "C", "C", "H", "H", "H", "H", "H", "H"],
  "xyz": [[-3.575, 2.230, 1.390], [-5.082, 2.430, 0.470], [-4.610, 1.971, -0.914], [-5.992, 1.150, 1.454], [-2.940, 3.160, 1.090], [-3.309, 1.247, 0.854], [-3.597, 2.209, 2.586], [-5.893, 0.272, 0.998], [-7.052, 1.601, 1.196], [-5.978, 1.272, 2.486], [-0.934, 3.254, -4.395], [-1.749, 2.212, -3.092], [-0.920, 0.942, -2.825], [-1.384, 3.327, -1.731], [-1.786, 3.925, -4.609], [-0.880, 2.631, -5.161], [0.053, 3.515, -4.198], [-1.975, 4.219, -1.895], [-0.273, 3.330, -1.597], [-1.673, 2.776, -0.793], [4.527, -4.932, 0.731], [6.053, -4.064, 0.971], [6.978, -4.487, -0.130], [5.407, -2.453, 0.628], [5.019, -5.993, 0.747], [4.140, -4.966, -0.106], [3.979, -4.864, 1.615], [6.079, -1.736, 0.993], [4.497, -2.268, 1.335], [5.173, -2.258, -0.327], [0.479, -1.006, 2.492], [1.468, -1.830, 1.693], [1.635, -1.594, 0.214], [0.727, -0.637, -0.334], [-0.090, 0.161, 0.314], [-0.285, -0.024, 1.896], [0.232, -1.109, 3.457], [1.980, -2.552, 2.163], [2.283, -2.088, -0.332], [0.964, -0.480, -1.270], [-0.478, 0.937, -0.286], [-1.216, 0.570, 2.224]],
  "atomic_forces_ev_per_a": [[1.63, 0.69, 1.01], [0.51, 0.07, -0.50], [-1.10, 0.11, 1.97], [-3.60, 5.42, -2.20], [-0.68, -2.03, 0.41], [0.65, 1.39, 1.26], [-0.29, -0.19, -2.80], [0.54, -3.83, -1.31], [1.50, -1.53, 0.43], [0.90, -0.07, 1.76], [-3.11, 0.51, 3.04], [1.55, -1.53, 0.16], [-0.94, 1.96, -0.45], [0.73, -1.84, 1.30], [1.13, 0.58, 0.08], [0.03, -2.95, -3.69], [1.39, 1.34, 0.85], [0.41, 0.45, 0.28], [-0.79, 0.86, -0.60], [-0.43, 0.64, -1.00], [6.43, -3.56, 7.08], [0.47, -0.03, -0.63], [-0.46, 0.40, 0.44], [-1.48, -0.04, 4.65], [-1.05, 1.36, 0.34], [-4.23, 0.86, -8.23], [-1.38, 0.28, 1.06], [1.33, 0.99, 0.23], [1.27, -0.60, -1.34], [-0.92, 0.36, -3.60], [1.13, 0.17, -5.37], [-3.02, 4.68, -4.20], [-5.47, 2.26, 8.48], [2.88, -2.64, 2.81], [-1.09, -0.04, 5.80], [-0.66, 0.83, -5.55], [-0.06, -1.20, 3.67], [1.93, -2.46, 1.72], [3.11, -2.47, -2.58], [0.31, 1.13, -5.13], [-1.10, 0.80, -0.04], [2.03, -1.12, 0.39]],
  "nbo_charge": [-0.8791, 1.2005, -0.9572, -0.7956, 0.2382, 0.2639, 0.2440, 0.2307, 0.2214, 0.2341, -0.7848, 1.2179, -0.9828, -0.8386, 0.2277, 0.2208, 0.2278, 0.2373, 0.2382, 0.2403, -0.8001, 1.2602, -0.9774, -0.8312, 0.2314, 0.2056, 0.2261, 0.2308, 0.2288, 0.2251, -0.2433, -0.1964, -0.1686, -0.2305, -0.1746, -0.2095, 0.2040, 0.1843, 0.1898, 0.2069, 0.2154, 0.2189],
  "homo_energy_ev": -8.7,
  "e_above_lowest_kcal_mol": 198.5,
  "total_energy_ev": -51472.598,
  "lumo_energy_ev": 0.5,
  "multiplicity": 1,
  "orbital_gap_ev": 9.2,
  "charge": 0
}

***

{
  "formula": "C12H25B2ClO13S",
  "method": "ωB97M-V/def2-TZVPD",
  "symbols": ["C", "C", "B", "O", "C", "Cl", "O", "S", "O", "O", "O", "C", "B", "O", "O", "H", "H", "H", "H", "H", "H", "H", "H", "H", "C", "C", "O", "C", "O", "O", "C", "H", "H", "H", "H", "H", "H", "H", "H", "C", "C", "O", "C", "O", "O", "C", "H", "H", "H", "H", "H", "H", "H", "H"],
  "xyz": [[0.202, -0.660, -0.325], [-0.435, -1.293, -1.581], [-1.390, -2.466, -1.187], [-0.855, -3.722, -1.003], [-3.001, -2.264, -0.976], [-3.729, -3.818, -0.523], [-3.485, -1.825, -2.256], [-3.673, -0.218, -2.282], [-2.780, 0.389, -3.192], [-5.062, 0.007, -2.459], [-3.140, 0.028, -0.823], [-3.423, -1.155, -0.010], [-4.957, -1.072, 0.526], [-5.460, -2.066, 1.331], [-5.638, 0.075, 0.276], [1.105, -0.125, -0.608], [-0.487, 0.050, 0.131], [0.465, -1.406, 0.425], [0.349, -1.709, -2.218], [-0.942, -0.521, -2.151], [-0.733, -4.168, -1.844], [-2.820, -1.144, 0.900], [-6.021, -2.703, 0.885], [-6.521, -0.051, -0.075], [-1.489, 3.205, -2.663], [-1.980, 4.377, -1.844], [-1.334, 4.433, -0.559], [-0.120, 4.974, -0.554], [0.462, 5.437, -1.500], [0.348, 4.926, 0.696], [1.670, 5.447, 0.849], [-1.592, 2.281, -2.101], [-2.062, 3.118, -3.585], [-0.437, 3.327, -2.920], [-3.040, 4.271, -1.620], [-1.841, 5.322, -2.367], [1.743, 6.451, 0.437], [2.393, 4.794, 0.362], [1.861, 5.473, 1.918], [5.851, -0.549, 2.990], [5.976, -1.442, 1.776], [5.515, -2.775, 2.050], [4.195, -2.941, 2.006], [3.379, -2.096, 1.741], [3.926, -4.212, 2.302], [2.531, -4.531, 2.323], [6.358, -0.996, 3.845], [6.297, 0.425, 2.788], [4.805, -0.400, 3.257], [7.019, -1.560, 1.491], [5.436, -1.035, 0.923], [2.049, -4.233, 1.394], [2.045, -4.044, 3.166], [2.472, -5.609, 2.438]],
  "atomic_forces_ev_per_a": [[-0.16, -0.11, -0.07], [-0.35, 0.05, -0.11], [0.32, 0.05, 0.14], [-0.58, 0.14, -0.12], [0.73, -0.35, 0.57], [-0.29, 0.04, -0.30], [-0.04, 0.16, -0.14], [-0.47, -0.51, -0.47], [0.38, 0.01, -0.14], [-0.17, 0.08, 0.27], [0.13, 0.15, 0.29], [-0.91, 0.35, 0.30], [-0.07, -0.06, 0.12], [0.10, 0.01, -0.30], [0.44, -0.09, -0.43], [0.07, 0.07, 0.12], [0.00, 0.05, 0.04], [0.16, -0.01, 0.02], [0.08, -0.03, 0.02], [0.14, 0.09, -0.08], [0.40, -0.30, 0.00], [0.50, 0.21, -0.27], [-0.08, -0.26, 0.14], [-0.34, 0.17, 0.36], [0.29, 0.09, 0.13], [-0.21, -0.03, -0.29], [-0.02, 0.02, 0.04], [-0.05, -0.01, 0.03], [0.04, 0.00, -0.03], [0.02, 0.00, 0.02], [0.07, 0.03, 0.10], [-0.09, -0.05, 0.00], [-0.05, -0.02, 0.01], [-0.02, 0.07, -0.04], [0.03, -0.02, 0.13], [0.12, 0.02, 0.05], [0.00, -0.01, -0.06], [0.00, 0.03, -0.06], [-0.06, -0.04, 0.01], [-0.13, -0.10, 0.11], [0.16, 0.27, -0.06], [0.00, -0.04, -0.03], [0.02, -0.04, 0.03], [-0.06, 0.06, -0.02], [-0.01, -0.03, -0.01], [-0.08, -0.10, 0.00], [0.07, 0.03, -0.02], [0.02, 0.00, -0.02], [-0.01, 0.03, -0.05], [0.00, -0.12, 0.03], [-0.10, -0.05, 0.03], [0.00, 0.06, 0.01], [-0.02, 0.06, -0.03], [0.07, -0.01, 0.02]],
  "nbo_charge": [-0.5883, -0.8217, 1.0866, -0.9269, -0.0838, -0.0072, -0.7031, 2.5680, -0.8996, -0.9018, -0.6857, -0.2849, 1.1579, -0.9265, -0.8929, 0.2223, 0.2058, 0.2110, 0.2294, 0.2495, 0.5150, 0.2509, 0.5134, 0.5132, -0.6369, -0.0713, -0.4940, 0.9814, -0.6497, -0.4967, -0.2554, 0.2162, 0.2243, 0.2192, 0.1899, 0.1942, 0.1965, 0.1879, 0.1937, -0.6383, -0.0707, -0.4931, 0.9821, -0.6532, -0.4940, -0.2565, 0.2127, 0.2175, 0.2242, 0.1902, 0.1959, 0.1986, 0.1887, 0.1961],
  "homo_energy_ev": -10.2,
  "total_energy_ev": -64180.210,
  "lumo_energy_ev": 0.2,
  "multiplicity": 1,
  "orbital_gap_ev": 10.4,
  "charge": 0
}

***

{
  "formula": "C12H25BKN",
  "method": "ωB97M-V/def2-TZVPD",
  "symbols": ["C", "C", "C", "C", "C", "C", "C", "C", "C", "C", "B", "C", "C", "N", "H", "H", "H", "H", "H", "H", "H", "H", "H", "H", "H", "H", "H", "H", "H", "H", "H", "H", "H", "H", "H", "H", "H", "H", "H", "K"],
  "xyz": [[-1.905, -1.538, 2.088], [-0.849, -2.296, 1.347], [0.570, -2.407, 1.964], [-1.093, -2.877, 0.114], [-0.506, -2.208, -1.162], [-0.614, -0.674, -0.984], [-0.558, 0.151, -2.270], [0.862, 0.187, -2.883], [-1.155, 1.552, -2.017], [-0.929, 2.044, -0.589], [0.642, 2.208, -0.176], [0.845, 2.309, 1.474], [2.287, 2.158, 1.735], [2.848, 1.231, 2.420], [-1.472, -0.547, 2.253], [-2.774, -1.384, 1.464], [-2.175, -1.923, 3.075], [0.615, -1.746, 2.843], [0.788, -3.412, 2.297], [1.299, -2.063, 1.226], [-1.688, -3.779, 0.026], [-1.011, -2.550, -2.055], [0.558, -2.479, -1.205], [-1.561, -0.458, -0.503], [0.189, -0.285, -0.374], [-1.183, -0.354, -3.009], [0.906, -0.291, -3.855], [1.194, 1.218, -2.959], [1.584, -0.296, -2.222], [-0.685, 2.242, -2.717], [-2.216, 1.555, -2.271], [-1.402, 3.026, -0.529], [-1.468, 1.424, 0.132], [1.336, 1.257, -0.572], [1.125, 3.200, -0.704], [0.367, 1.492, 2.033], [0.482, 3.273, 1.826], [2.947, 2.884, 1.266], [2.113, 0.655, 2.845], [1.688, -0.501, 0.629]],
  "atomic_forces_ev_per_a": [[-0.07, -1.13, 0.90], [0.62, -1.14, -0.10], [-0.89, 1.61, -0.61], [0.72, 0.70, -0.33], [1.51, -0.55, 1.80], [-0.55, -0.47, -1.15], [0.02, -0.30, -0.43], [-0.19, 0.21, 0.52], [0.21, -0.25, 0.12], [0.31, 0.51, -0.10], [-0.03, 0.15, -0.12], [0.54, -0.26, -0.22], [-0.07, 0.33, 0.57], [0.19, -0.11, -0.27], [0.05, 0.13, -0.01], [-0.26, -0.15, 0.05], [-0.16, 0.05, 0.11], [0.31, -0.02, -0.12], [-0.15, -0.26, -0.12], [-0.76, -3.37, 1.74], [-1.73, 0.99, -0.32], [-0.05, -0.20, -0.11], [0.12, -0.05, -0.75], [-0.06, -0.07, 0.18], [-2.13, 0.05, -0.89], [-0.21, -0.04, 0.01], [0.05, -0.08, -0.17], [0.14, 0.07, -0.19], [0.15, -0.19, -0.13], [0.03, 0.17, -0.04], [-0.17, -0.14, 0.04], [-0.05, 0.15, 0.18], [-0.15, -0.05, -0.01], [-0.17, 0.65, -0.24], [0.06, -0.04, 0.05], [-0.47, 0.12, 0.12], [-0.15, 0.05, 0.04], [0.09, 0.02, -0.09], [0.01, 0.12, 0.30], [3.35, 2.78, -0.21]],
  "mulliken_charge": [-1.1675, 0.8175, -1.4028, -0.8493, -0.4337, 0.3852, 0.7078, -1.3914, -1.3158, -0.7355, -0.2875, -0.3908, 0.1056, -0.8495, 0.2287, 0.3840, 0.3818, 0.3201, 0.3364, 0.5842, 0.3893, 0.5234, 0.1901, 0.3211, -1.2546, 0.7700, 0.3429, 0.4480, 0.1224, 0.3969, 0.3599, 0.4152, 0.2363, -0.1791, -0.1846, -0.0012, 0.3122, 0.4414, 0.2719, 0.6509],
  "homo_energy_ev": -7.7,
  "total_energy_ev": -31335.209,
  "lumo_energy_ev": -0.3,
  "multiplicity": 1,
  "orbital_gap_ev": 7.4,
  "charge": 0
}